ORCA calculation (ωB97M-V/def2-TZVPD) on a cluster of 13 separate species, C72H204N30O19P10 in total at a distorted geometry.

## Properties
HOMO-LUMO gap = 7.72 eV
max |F| = 4.48 eV/A
HOMO = -7.587 eV
electronic energy = -9351.7547 Eh
LUMO level = 0.13 eV

Each line ends with the Mulliken charge.
Cartesian coordinates (Å):
H (-4.64, 2.65, -2.50)  0.2151
C (-3.00, -4.59, 0.21)  -0.6245
O (-4.96, -6.65, 2.10)  -0.9337
H (8.57, 3.65, 4.99)  0.2726
N (4.18, 4.55, 4.05)  0.8050
C (-1.77, 3.20, -2.40)  -0.1084
P (2.60, -2.32, -6.34)  -0.0399
H (-9.16, 0.84, -3.89)  0.1500
H (-1.45, -2.18, 1.67)  0.8483
H (-1.06, -1.41, 3.19)  -0.2103
C (-0.80, -4.98, 7.35)  -0.1916
H (-0.73, 7.72, 3.58)  0.4317
H (-2.68, -5.58, 8.06)  0.3584
H (6.90, -4.85, -0.76)  0.3452
H (-10.16, -3.12, -4.78)  0.2075
H (-1.72, 3.56, -1.37)  0.3291
H (-6.47, 5.23, 5.90)  0.4151
H (1.50, -4.10, -3.73)  0.0508
H (-0.46, -5.11, -1.39)  0.0042
C (-0.42, -2.83, 6.22)  0.7740
H (-1.97, -4.87, 0.44)  0.3211
H (2.46, -2.52, 5.74)  0.3178
H (-6.81, 3.44, 5.99)  0.3247
H (-2.49, -5.89, 6.33)  -0.1471
C (7.75, 5.67, -1.50)  -1.1026
N (-8.60, 3.11, -2.30)  0.3162
H (0.02, -10.14, 2.00)  0.4741
P (-0.69, 0.48, 0.10)  -1.0773
H (2.34, -10.47, -0.51)  0.3073
C (-2.08, 3.18, 3.86)  -1.1041
H (0.92, 7.01, -5.62)  0.2200
H (-2.64, 5.62, -2.03)  0.3408
H (2.56, 8.18, -0.27)  -0.0651
O (2.16, -1.07, -7.06)  -0.8576
H (1.19, -0.46, 2.83)  0.2032
H (-5.95, 3.71, -2.26)  0.5032
H (2.12, -10.63, 1.18)  0.3561
C (5.88, -4.59, -1.01)  -1.1428
C (0.99, -0.88, 1.84)  -1.7614
H (-0.23, 7.21, -7.00)  0.4673
H (2.04, 4.58, 4.00)  0.1991
H (3.28, -4.01, -0.61)  0.0313
H (-0.32, -1.89, -6.10)  0.2676
H (2.35, 3.43, -4.91)  -0.0699
C (4.42, 4.86, -0.32)  -0.6992
H (2.69, -9.06, 0.52)  0.2922
C (-1.98, -5.90, 7.29)  -0.8041
H (-2.90, -3.78, -0.51)  -0.5070
H (-4.81, 0.50, -2.38)  0.1220
H (-1.84, 6.52, 3.45)  0.3210
P (5.50, 3.51, 4.01)  -0.4099
H (1.31, -1.16, -1.64)  -0.2199
C (-5.17, -3.85, -2.80)  0.2877
H (6.39, -3.92, 1.95)  0.2440
O (5.22, 2.08, 3.64)  -0.5598
N (0.33, -7.05, -1.10)  0.8518
H (-5.33, -4.63, -2.06)  0.3714
H (8.07, -4.49, 1.99)  0.3731
C (-0.44, 6.17, 5.14)  -0.9302
H (-2.72, 6.00, -6.41)  0.2374
N (5.75, -0.94, 0.74)  0.6887
C (4.90, 8.02, 0.94)  -1.2304
O (0.02, 6.00, 2.77)  0.2348
H (-3.31, -8.75, -0.61)  0.5412
N (4.58, 5.60, -1.59)  0.7603
O (-8.32, -3.30, -4.03)  -0.1582
C (1.63, -2.69, 5.06)  -0.4830
C (-5.70, -5.20, 4.72)  -1.2138
H (3.19, -0.06, -4.68)  -0.3322
H (0.88, 5.91, -7.01)  0.3241
H (-1.48, -10.30, -3.03)  0.3724
H (-4.67, -2.71, 4.44)  0.5638
H (2.01, -3.29, 4.24)  0.2146
C (-2.49, -8.07, -0.83)  -1.3638
H (-0.43, -5.74, 2.89)  0.3816
H (4.08, 6.66, 3.77)  0.1206
H (-1.36, -7.83, 3.77)  0.4446
C (-2.38, -7.51, 3.55)  -1.4871
N (5.39, -3.43, -0.30)  0.6321
H (0.21, -2.50, -1.97)  0.2405
H (8.74, 5.50, -1.07)  0.3683
H (4.93, -0.46, -4.41)  0.3891
O (0.75, -3.39, 5.89)  -0.3719
H (0.58, -1.32, -4.79)  0.0411
H (3.33, 9.72, -0.46)  0.3871
P (-4.04, -5.57, 2.55)  0.1489
P (0.16, -8.70, -1.40)  0.3796
P (-4.44, 2.30, 5.00)  0.1862
H (1.70, 2.64, -1.57)  -0.4668
H (4.70, 5.06, -3.58)  0.3348
H (2.51, -4.70, -4.97)  0.3133
C (1.48, 1.61, -1.29)  0.0058
N (0.17, 3.03, -5.02)  0.8441
H (5.49, 0.34, -0.88)  0.4466
H (1.12, 3.32, 0.69)  -0.1254
H (-2.56, 6.29, -3.64)  0.4160
C (1.18, 2.30, 1.06)  -0.5153
H (-5.20, 0.25, -0.75)  0.4429
H (-2.75, 2.73, -2.30)  -0.5461
C (7.43, -3.61, 1.98)  -1.1235
N (6.98, 6.89, -1.13)  0.4896
C (7.82, 3.30, 5.69)  -1.1247
H (-2.56, 4.16, 3.82)  0.2366
H (3.16, -4.61, -9.23)  0.4188
H (-0.96, 2.48, -2.55)  0.0432
O (0.86, 5.62, 0.72)  0.5984
H (6.22, 6.34, 3.13)  0.1422
O (-4.74, 1.20, 5.96)  -0.8386
C (-5.52, 2.79, -1.86)  -1.1021
H (7.72, 5.66, 3.75)  0.2161
C (-9.64, 4.02, -1.75)  -1.1026
C (-0.17, -5.99, -1.98)  -1.2202
H (-3.55, -5.41, -0.27)  0.3574
H (5.91, -4.31, -2.07)  0.2714
C (-1.38, -5.38, 3.29)  -0.3020
C (3.88, -3.17, -0.26)  -0.3537
C (4.01, 4.99, -2.74)  -1.2416
N (-6.35, 1.59, -1.88)  0.5239
H (5.02, -3.26, -8.83)  0.4411
H (9.34, -1.46, 1.07)  0.2663
C (-1.85, -0.87, -2.05)  0.2663
H (-0.29, -5.13, 8.30)  0.4229
H (6.97, 2.45, 1.86)  0.1921
H (5.00, -2.08, -7.55)  0.3186
H (8.22, 3.63, 6.65)  0.3526
H (-10.12, -0.43, -3.21)  0.3256
H (1.80, 1.90, -5.47)  -0.0404
H (2.25, -5.04, -7.81)  0.2621
H (7.17, 4.75, -1.44)  0.2449
H (0.92, 1.08, -2.06)  0.3149
H (4.91, 1.02, 0.58)  0.2068
H (-1.17, -6.22, -2.36)  0.2338
C (1.55, 2.97, -5.50)  -0.4454
H (5.73, -2.91, -4.54)  0.3469
C (7.01, 5.63, 2.92)  -0.9941
H (-6.98, 1.33, 2.68)  0.3561
H (3.62, 6.13, 5.34)  0.3284
N (3.74, -2.06, -5.07)  0.5539
H (3.76, 3.95, -2.54)  0.3663
H (-0.37, 1.19, -5.65)  -0.0115
P (-0.35, 4.60, -4.42)  0.0257
H (-3.00, -7.36, -1.49)  0.4464
C (4.67, -3.15, -4.63)  -1.0542
H (-1.71, -11.02, -1.45)  0.3280
H (-9.43, 3.00, -4.14)  0.4777
H (-6.58, 4.25, 4.46)  0.2280
C (-5.67, 0.30, -1.74)  -0.9143
H (2.46, -6.82, -1.06)  0.3700
H (-1.44, 5.35, -7.64)  0.4310
C (2.03, -9.91, 0.37)  -0.9352
H (6.44, -1.18, 2.68)  0.1011
H (-1.80, 0.50, 5.76)  0.3397
H (3.58, -2.96, 0.76)  0.0730
H (3.74, -2.40, -1.02)  -0.0157
N (-1.49, -8.85, -1.55)  0.2260
C (9.17, -2.45, 0.65)  -1.0678
H (-2.75, 0.19, 4.28)  0.0210
H (2.44, 1.11, -1.30)  -0.4559
H (-5.78, 3.05, 1.63)  0.5458
H (3.05, 8.60, -1.90)  0.3494
H (-1.46, -0.85, -3.07)  0.2260
H (4.85, -1.94, 2.41)  0.1887
O (-1.11, -3.56, 7.10)  -0.3451
P (-7.95, 1.82, -1.38)  0.2939
C (-1.93, -10.14, -2.05)  -1.3237
C (-4.80, -3.27, 1.10)  -1.2814
H (-1.79, 2.29, -5.34)  0.3486
C (4.80, -3.13, -7.77)  -1.0030
H (-4.71, 4.16, 2.55)  0.2589
C (-2.71, 5.37, -3.09)  -1.2581
H (-6.31, -0.55, -1.97)  0.2632
C (-7.32, -4.11, -3.73)  0.5552
H (6.31, 3.59, 7.67)  0.3958
H (-0.72, 2.38, -6.83)  0.2187
C (-1.44, -1.22, 2.19)  -0.8322
C (-3.91, -3.49, 4.46)  -0.9891
H (-5.49, -3.65, 0.35)  0.3283
H (-4.67, -2.96, -2.42)  -0.1521
H (7.43, 5.96, 1.97)  0.3348
C (-5.97, 1.08, 3.02)  -1.1545
H (-2.36, -1.82, -1.91)  -0.0571
H (-2.62, -0.11, -1.94)  -0.6516
H (-3.03, 4.72, 6.45)  0.1279
H (7.98, 5.78, -2.56)  0.3941
O (-1.97, 1.23, 0.16)  -0.5491
H (-1.28, -5.22, 4.36)  -0.0471
H (-0.24, 5.82, -1.04)  0.4021
H (4.29, -3.41, -3.64)  0.0091
H (3.13, 5.59, -2.98)  0.4817
O (-8.06, 2.11, 0.05)  -0.8604
H (-9.82, -4.71, -4.09)  0.3374
H (8.71, 7.64, -0.30)  0.3375
H (2.89, 3.15, 3.31)  0.1865
O (7.03, -1.75, -1.61)  -0.9118
H (5.43, 8.94, 1.19)  0.3559
C (4.95, 0.08, 0.03)  -0.9389
H (0.52, 2.42, 1.92)  -0.0113
C (-4.27, -4.33, -3.99)  -1.3849
H (3.71, -0.89, -3.23)  0.0746
H (7.79, 3.83, 1.17)  0.1520
C (-0.08, 6.33, 1.42)  0.1736
C (2.92, 4.23, 3.46)  -0.6049
H (2.79, 4.80, 2.54)  0.0869
H (0.63, 6.40, 5.20)  0.2522
H (-2.45, -0.81, 2.19)  -0.0779
C (0.46, -1.71, -1.25)  -0.1827
H (-1.03, 3.34, 4.09)  0.4233
H (1.15, -1.80, 4.64)  0.1591
H (-8.64, -1.67, -1.06)  0.2295
H (-5.24, 2.99, -0.83)  0.1700
C (-8.97, -0.67, -0.80)  -0.9481
C (3.31, 8.71, -0.85)  -0.6580
H (-2.85, -8.12, 2.78)  0.3151
H (-9.92, 4.80, -2.46)  0.4014
H (4.00, 8.03, 1.54)  0.4773
H (-0.45, -2.76, -4.52)  0.4172
H (1.25, 6.81, -0.97)  0.2615
H (-8.26, 4.34, -3.91)  0.4059
H (0.70, -5.10, -4.96)  0.5170
N (-2.49, -6.19, 2.99)  1.3224
H (1.55, -5.57, -0.11)  0.2428
H (-5.46, 0.52, 2.23)  0.2433
C (4.32, 5.93, 4.54)  -1.4295
H (8.28, 3.13, 2.70)  0.3168
N (4.58, 8.04, -0.50)  0.3111
N (7.76, -2.79, 0.85)  0.2557
H (-0.10, -5.29, 6.57)  0.2421
H (-7.66, 2.71, -4.19)  0.3391
H (-3.02, -10.11, -2.18)  0.5231
H (-3.10, -3.16, 3.82)  -0.3145
H (-4.39, -2.33, 0.73)  0.2526
N (-0.75, 5.69, -5.71)  0.2020
N (-0.65, -0.70, -1.11)  1.1149
H (-10.05, -0.72, -0.66)  0.4041
H (-1.55, -4.41, 2.84)  -0.5392
C (-1.87, 5.35, -6.64)  -1.1032
H (-2.05, -7.56, 0.02)  0.4005
H (1.73, 3.26, -6.53)  0.2800
H (-5.48, -3.06, 1.93)  0.4041
H (-4.57, 5.45, 6.91)  0.4256
H (-2.01, 2.76, 2.86)  0.1735
P (6.52, -2.17, -0.23)  0.4347
N (6.45, 4.28, 2.78)  0.9841
H (-1.00, 6.67, 5.93)  0.3614
H (5.49, -3.76, -7.21)  0.2645
C (-6.25, 4.24, 5.50)  -0.9971
H (0.71, -2.27, -0.35)  -0.1949
H (0.47, -5.87, -2.85)  0.7778
H (-4.75, -5.24, -4.37)  0.4356
H (5.36, 4.90, 6.87)  0.2827
H (-6.61, -4.67, 4.44)  0.3083
N (0.74, 1.48, -0.06)  1.3210
C (-4.08, 4.51, 6.66)  -0.8753
C (-0.79, 2.19, -5.76)  -0.7642
H (-8.42, -0.75, -3.57)  0.1352
O (-6.42, -3.30, -3.13)  -0.0469
H (1.84, -3.50, -8.77)  0.2941
H (1.00, -1.94, 2.08)  0.3947
P (5.37, 7.13, -1.73)  0.0464
H (-2.96, -7.57, 4.48)  0.2830
H (1.34, 5.12, -1.23)  -0.7244
H (5.62, 7.22, 1.13)  0.1656
C (7.87, 8.02, -0.88)  -1.0418
N (-1.79, 4.25, -3.47)  0.8489
H (-6.13, 0.42, 3.87)  0.3805
H (-1.66, -6.93, 7.49)  0.3786
C (5.70, 3.87, 6.81)  -1.0135
N (-3.71, -4.26, 1.43)  1.0076
H (-0.47, 5.08, 5.17)  0.1264
H (7.77, 2.21, 5.69)  0.4015
H (-1.09, 0.91, 4.22)  0.2906
H (-4.36, -3.51, -4.70)  0.4276
N (-2.76, 2.20, 4.72)  0.4430
C (-9.11, 0.00, -3.20)  -0.6581
N (3.40, -3.48, -7.38)  0.2595
H (1.80, -0.60, 1.17)  0.2824
C (3.90, -0.79, -4.30)  -0.2867
H (4.72, 3.38, 6.86)  0.3282
H (-2.33, 4.38, -6.43)  0.3642
O (0.62, 5.26, -3.56)  -0.6855
C (7.41, 3.41, 2.10)  -0.9512
H (-5.86, -6.26, 4.52)  0.3475
C (1.60, -6.62, -0.43)  -1.3135
C (0.79, 5.87, -0.67)  -0.5003
N (-0.38, -0.42, 1.52)  1.7675
H (8.32, 8.50, -1.76)  0.3145
H (5.35, 6.14, 4.83)  0.6610
H (-3.52, -3.60, 5.47)  0.4257
H (7.34, 8.81, -0.35)  0.2853
H (-9.09, -4.35, -5.62)  0.3149
H (-0.14, -8.32, 1.71)  0.2824
N (-5.20, 2.26, 3.41)  0.5411
H (2.24, 2.24, 1.31)  0.2958
H (7.65, -3.02, 2.87)  0.4099
C (1.49, -4.36, -4.79)  -0.7438
H (-4.05, 3.82, 7.50)  0.2983
H (-4.00, 2.77, 1.92)  -0.0704
C (-4.95, 3.12, 2.33)  -0.8485
H (3.85, 5.46, 0.40)  0.1529
C (2.60, -4.19, -8.39)  -0.9985
O (0.86, -9.13, -2.64)  -0.8649
O (-0.73, -1.65, 5.88)  -0.5296
O (-7.21, -5.33, -3.90)  -0.5901
H (1.79, -7.23, 0.45)  0.1744
H (5.40, 4.71, 0.14)  -0.0493
H (5.28, -5.47, -0.79)  0.3496
O (-0.86, 7.17, 0.99)  -0.5861
C (-9.40, -3.90, -4.68)  -0.7637
C (5.46, -1.07, 2.20)  -0.9063
H (4.54, -4.02, -5.26)  0.5548
C (0.27, 6.51, -6.33)  -1.0357
H (-1.28, -9.37, 1.07)  0.1572
H (-5.60, -5.13, 5.80)  0.3379
H (-10.54, 3.44, -1.52)  0.3195
H (3.98, 3.88, -0.48)  0.3756
H (3.93, -0.25, -0.19)  0.0187
H (-3.73, 5.03, -3.28)  0.3198
C (-8.47, 3.29, -3.74)  -1.3611
H (4.91, -0.18, 2.50)  0.4218
H (-8.42, -0.55, 0.13)  0.1958
C (-2.03, 0.86, 4.76)  -0.8084
C (-0.22, -9.33, 1.30)  -0.9407
H (-3.24, -4.49, -3.69)  0.2089
H (9.84, -3.21, 1.05)  0.3352
C (0.21, -2.25, -5.22)  -0.8831
C (-0.80, 6.65, 3.74)  -0.4606
N (-4.51, -4.74, 3.97)  0.7114
N (0.62, -9.46, 0.13)  0.2040
O (5.38, 7.75, -3.07)  -0.8514
N (-8.73, 0.36, -1.84)  0.3198
N (-4.82, 3.90, 5.55)  0.3193
H (9.28, -2.42, -0.43)  0.3244
N (6.42, 3.60, 5.55)  0.4060
H (-9.26, 4.45, -0.83)  0.2587
N (1.34, -3.10, -5.59)  0.4664